The following is a DFT calculation (the ωB97M-V functional and the def2-TZVPD basis) of a structure of composition C29H20BrCoN6OS6 in a non-equilibrium geometry.

The geometry in XYZ format:
```
64
Properties=species:S:1:pos:R:3:forces:R:3:mulliken_spin:R:1
Co 0.22329 -1.44646 0.63273 3.2 1.8 -2.6 1.819
Br 3.13619 5.30214 -3.84057 0.2 0.0 -0.2 0.000
C 1.56509 5.28054 -2.78917 -0.6 0.0 0.4 -0.005
C 0.33439 5.56724 -3.37947 -0.2 -0.1 0.3 0.009
C -0.82821 5.53694 -2.60427 0.4 -0.2 -0.1 0.012
C -0.76711 5.21164 -1.24327 0.7 -0.2 0.8 0.017
C 0.48039 4.94924 -0.66257 0.4 0.1 -0.4 0.059
C 1.64509 4.97394 -1.43277 -0.2 0.0 0.0 -0.001
N -1.93701 5.14264 -0.45407 1.6 5.1 -0.5 0.532
N -2.62161 4.11824 -0.71097 -2.2 -4.8 0.9 0.491
C -2.13371 2.96604 -0.03747 -0.7 1.0 -0.9 -0.086
C -2.13891 2.90214 1.35853 0.5 -0.4 -0.1 -0.034
C -1.57801 1.80114 2.01343 0.0 0.0 0.2 0.145
C -0.99771 0.73134 1.31343 -1.9 3.3 1.1 0.040
O -0.45021 -0.28026 1.85133 0.0 -0.3 2.4 0.127
C -1.03611 0.80434 -0.05377 -0.5 1.0 -0.1 -0.121
N -0.46791 -0.24966 -0.61647 0.1 0.1 -3.6 -0.077
C -0.45041 -0.29596 -1.96227 0.7 -0.3 0.0 0.030
C -0.98351 0.68444 -2.78117 -0.2 0.2 0.7 -0.040
C -1.56801 1.78974 -2.17347 0.0 0.1 0.2 0.049
C -1.60391 1.88094 -0.76697 -0.1 -0.4 -1.0 0.118
H 0.26729 5.80104 -4.43777 0.1 0.0 0.1 0.001
H -1.79251 5.74304 -3.06047 0.1 0.0 0.1 0.005
H 0.53609 4.67874 0.39043 -0.1 0.1 -0.2 0.003
H 2.59589 4.73154 -0.96577 -0.1 0.1 -0.2 0.001
H -2.55521 3.71554 1.94243 0.0 0.0 -0.2 0.007
H -1.57381 1.76974 3.10133 0.0 0.0 -0.1 0.002
H 0.02269 -1.18076 -2.37417 -0.1 0.3 -0.1 -0.009
H -0.94081 0.58994 -3.85817 0.0 -0.1 0.1 -0.002
H -1.99241 2.57774 -2.78647 0.0 0.1 0.2 -0.017
N 2.56759 -2.17486 3.75833 -0.4 -0.5 0.5 -0.003
C 3.48469 -1.29646 3.23513 0.3 0.2 0.1 0.004
C 4.73779 -0.86616 3.67593 0.1 0.4 -0.5 -0.001
C 5.40409 0.05974 2.86403 -0.2 -0.5 0.5 0.001
C 4.83759 0.52524 1.67423 -0.8 -0.3 -0.3 -0.003
C 3.57839 0.07724 1.25493 0.4 0.1 0.2 -0.001
C 2.89339 -0.85016 2.05283 1.0 1.3 -1.0 0.019
N 1.66349 -1.43356 1.86213 2.0 -1.1 1.3 0.049
C 1.51429 -2.21176 2.90053 -0.3 -0.2 0.1 -0.026
C 0.27579 -2.95676 2.94473 0.5 -0.4 1.3 -0.008
C -0.19431 -3.84806 3.87483 -0.2 0.3 -0.6 0.002
S -1.74131 -4.39756 3.35823 0.4 0.6 -0.4 0.007
C -1.61071 -3.39366 1.96493 0.1 0.4 -0.2 -0.009
N -0.50741 -2.68596 1.85943 -1.8 -3.7 2.9 0.061
H 2.65999 -2.69396 4.61743 -0.1 0.1 -0.2 0.000
H 5.18009 -1.22536 4.59843 -0.1 0.0 -0.1 0.000
H 6.38399 0.42504 3.16543 -0.2 -0.1 0.0 0.000
H 5.37809 1.24454 1.06343 -0.1 -0.1 0.1 0.000
H 3.13139 0.43304 0.33333 0.0 0.0 0.1 0.006
H 0.25589 -4.19836 4.79083 0.1 0.1 -0.1 -0.001
H -2.39601 -3.35186 1.22143 0.1 -0.2 0.0 -0.002
C -4.34171 -2.88976 -1.15547 -0.3 0.4 -0.1 0.002
S -3.78711 -4.55966 -0.74327 -0.1 0.2 0.1 0.000
C -2.52431 -4.75566 -1.93317 0.2 0.1 0.2 -0.003
C -1.33231 -4.10976 -1.92857 1.1 0.2 0.2 0.048
S -0.63381 -2.93056 -0.85137 -1.9 -3.1 -2.2 0.020
S -0.25571 -4.52976 -3.26867 -0.9 -0.5 0.0 -0.002
C -1.29751 -5.69786 -4.03937 0.0 -0.4 -0.5 0.000
S -0.88991 -6.53326 -5.42967 -0.2 0.4 0.7 0.000
S -2.82681 -5.90396 -3.21777 0.8 0.3 -0.4 0.003
H -5.26551 -2.68096 -0.60847 0.1 -0.2 0.0 0.000
H -4.55311 -2.80416 -2.22527 0.1 -0.1 0.2 0.000
H -3.60631 -2.13536 -0.86987 0.1 -0.2 -0.1 -0.002
H 1.42789 -1.44646 -0.41167 -0.9 -0.2 0.9 -0.236
```
Positions in Å, forces in eV/Å.

Computed properties:
- multiplicity = 4
- highest occupied orbital energy (alpha / beta) (eV) = -3.3 / -2.4
- calculated total energy (eV) = -214062.612
- total charge = -1